No. 1
The following is a quantum chemistry calculation of C45H55Cl3GeIrN2O2PSb2 as an isolated structure, from OMol25.

Calculated values
net charge: 0
E_LUMO (spin up / spin down): -0.812 / -1.433 eV
spin multiplicity: 5
expectation value of S²: 6.020
electronic energy: -6391.21415 Ha
HOMO level (spin up / spin down): -5.905 / -7.900 eV
frontier orbital gap (spin up / spin down): 5.093 / 6.467 eV

Each line ends with the Löwdin charge.
Geometry (Å):
Ir (1.2733, -1.4312, 0.1164)  1.001
Sb (-0.4582, 1.5808, 1.0806)  1.400
Sb (-1.6321, 1.3542, -1.8969)  1.411
Ge (1.0922, -0.2029, 3.5790)  0.724
Cl (-1.0467, -5.6655, -3.1489)  0.610
Cl (-1.4099, -6.0174, -0.3002)  0.598
Cl (-2.6778, -3.7985, -1.6821)  0.606
P (3.0472, -3.0835, 0.4626)  0.876
O (1.0081, -4.0387, -1.9942)  -0.031
O (-0.1736, -3.1957, -0.2673)  -0.230
N (1.7996, -0.9193, -7.4194)  0.183
N (1.3882, -0.9348, -2.0752)  -0.069
C (-1.5691, 5.1956, 4.2684)  -0.087
C (1.6120, 1.5359, 4.3783)  -0.209
C (1.6305, -0.9756, -4.8471)  -0.197
C (4.6323, -2.3949, 1.1064)  -0.377
C (-4.1945, 5.5094, -1.1336)  -0.092
C (-2.9935, 4.0443, -2.6189)  -0.124
C (-2.8280, 3.1170, -1.5926)  -0.376
C (-4.4206, 0.0570, 2.7330)  -0.086
C (2.6554, -0.4788, -4.0436)  0.006
C (0.1061, 2.5566, -2.4117)  -0.378
C (3.0263, -5.0661, 2.5970)  -0.132
C (-3.3791, 3.3914, -0.3434)  -0.142
C (-1.5287, 1.4309, -5.0911)  -0.147
C (3.6299, -4.4460, -0.6376)  -0.378
C (-3.3549, 0.8826, 2.3884)  -0.155
C (-3.6698, 5.2353, -2.3904)  -0.086
C (-4.4089, -1.2850, 2.3798)  -0.091
C (-3.4201, 0.3058, -4.1401)  -0.149
C (1.7311, -0.9518, -6.2742)  -0.162
C (-0.7849, 4.4453, 2.1227)  -0.126
C (-1.1398, 5.4791, 2.9797)  -0.083
C (-3.1296, 0.3475, -6.5261)  -0.095
C (1.0843, 0.1034, 1.6101)  -0.688
C (2.4838, -1.3877, 4.3576)  -0.222
C (0.4855, -1.4593, -4.2268)  0.029
C (2.4956, -0.4914, -2.6764)  -0.129
C (-2.2878, -0.9667, 1.3077)  -0.165
C (0.4087, -1.4125, -2.8499)  -0.159
C (4.9660, -5.1017, -0.2840)  -0.142
C (-3.8610, -0.0417, -5.4110)  -0.091
C (-0.5350, -0.9808, 4.3713)  -0.206
C (-1.6423, 3.8761, 4.6951)  -0.077
C (-1.2355, -4.8284, -1.6108)  -1.507
C (-2.2566, 1.0548, -3.9656)  -0.398
C (-4.0570, 4.5821, -0.1109)  -0.084
C (0.5613, 3.4965, -1.2945)  -0.384
C (-1.2886, 2.8454, 3.8358)  -0.164
C (1.1325, 2.7723, -0.0832)  -0.328
C (2.2495, -3.9798, 1.8587)  -0.397
C (-1.9630, 1.0829, -6.3661)  -0.094
C (-0.8481, 3.1189, 2.5419)  -0.352
C (4.5057, -0.9442, 1.5696)  -0.165
C (-3.3419, -1.8001, 1.6570)  -0.081
C (-2.2673, 0.3659, 1.6906)  -0.359
C (0.0218, -3.9388, -1.2766)  -0.863
H (-1.0851, 6.5065, 2.6403)  0.103
H (3.2405, -5.9123, 1.9439)  0.065
H (-1.8487, 5.9997, 4.9380)  0.101
H (1.9101, -3.2055, 2.5477)  0.025
H (3.6585, -4.0491, -1.6526)  0.073
H (5.4301, -0.6062, 2.0416)  0.080
H (-5.2577, 0.4649, 3.2882)  0.101
H (-1.3836, 1.3746, -7.2345)  0.102
H (-1.3475, 1.8205, 4.1822)  0.086
H (-1.9778, 3.6463, 5.6996)  0.105
H (3.4902, -0.9760, 4.2717)  0.012
H (2.2403, -1.4462, 5.4223)  0.028
H (5.3575, -2.4583, 0.2936)  0.073
H (2.7030, 1.5879, 4.4055)  0.020
H (-4.7662, -0.6256, -5.5291)  0.102
H (5.8116, -4.4562, -0.5211)  0.064
H (-3.4640, 0.0733, -7.5194)  0.101
H (-3.3210, -2.8440, 1.3654)  0.095
H (1.3283, 4.1689, -1.6979)  0.105
H (3.5591, -0.0881, -4.4897)  0.126
H (-3.2925, 2.6659, 0.4551)  0.055
H (-5.2360, -1.9268, 2.6611)  0.100
H (-0.2801, 4.1332, -1.0023)  0.077
H (-1.4666, -0.4978, 4.0891)  -0.008
H (-4.7162, 6.4416, -0.9527)  0.100
H (1.2432, 1.6201, 5.4031)  0.027
H (0.9247, 1.8901, -2.6998)  0.037
H (1.9925, 0.7035, 1.4557)  -0.068
H (-0.4230, -0.9318, 5.4579)  0.024
H (-0.4631, 4.6812, 1.1143)  0.082
H (-2.5966, 3.8342, -3.6067)  0.092
H (-0.3365, -1.8548, -4.8088)  0.139
H (2.4888, -2.4060, 3.9704)  -0.012
H (-0.1787, 3.1408, -3.2890)  0.042
H (-0.4865, -1.7495, -2.3454)  0.085
H (3.9660, -4.6966, 3.0121)  0.064
H (1.3430, -4.4022, 1.4168)  0.069
H (-0.6052, -2.0317, 4.0818)  0.024
H (1.8749, 2.0282, -0.3879)  0.031
H (-0.6039, 1.9897, -4.9863)  0.082
H (-4.4734, 4.7842, 0.8693)  0.105
H (3.2756, -0.1195, -2.0244)  0.112
H (2.4248, -5.4367, 3.4284)  0.077
H (5.0732, -6.0124, -0.8754)  0.077
H (3.6941, -0.8276, 2.2849)  0.005
H (5.0346, -5.3790, 0.7677)  0.054
H (2.8255, -5.1809, -0.6382)  0.075
H (-3.3750, 1.9241, 2.6913)  0.087
H (-1.4697, -1.3691, 0.7374)  0.040
H (4.9907, -3.0348, 1.9148)  0.077
H (-3.9831, -0.0180, -3.2680)  0.090
H (-3.7861, 5.9533, -3.1935)  0.101
H (1.5801, 3.4600, 0.6387)  0.053
H (1.2425, 2.3875, 3.8124)  -0.009
H (4.2975, -0.2854, 0.7233)  0.056

=====

No. 2
The following is a quantum chemistry calculation of C45H56AsCl2F6N7PSbTi as an isolated structure, from OMol25.

Calculated values
net charge: +1
E_LUMO (spin up / spin down): -3.142 / -3.120 eV
spin multiplicity: 2
expectation value of S²: 0.755
electronic energy: -7318.11281 Ha
HOMO level (spin up / spin down): -10.593 / -10.622 eV
frontier orbital gap (spin up / spin down): 7.451 / 7.503 eV

Each line ends with the Löwdin charge.
Geometry (Å):
Sb (0.3793, -3.2274, -2.2509)  1.510
As (-0.1740, -2.9745, 1.8008)  1.311
Ti (-0.1385, -0.8372, 0.2743)  0.601
Cl (-0.1014, 0.6284, 2.5517)  0.672
Cl (-2.6631, -0.6931, 2.3023)  0.645
P (-1.9296, 1.2427, -1.3225)  0.635
F (1.2882, -2.5509, -0.5942)  -0.415
F (1.8177, -4.4225, -2.3329)  -0.314
F (1.4048, -1.8535, -3.0600)  -0.329
F (-0.6697, -3.1643, -3.8213)  -0.329
F (-0.9764, -2.0027, -1.3873)  -0.413
F (-0.7983, -4.5915, -1.7211)  -0.298
N (6.2685, 5.7520, -0.1967)  0.090
N (-3.4807, 1.8019, -1.0385)  -0.203
N (5.0634, 3.7631, 0.1549)  0.131
N (-0.8843, 2.5348, -1.5885)  -0.187
N (1.6332, 0.0647, 0.0541)  -0.081
N (-1.4534, 0.3596, -0.1245)  -0.335
N (-2.1070, 0.6119, -2.8583)  -0.195
C (3.8649, -2.2737, 2.9617)  -0.077
C (-2.5429, -0.3860, -5.5226)  -0.189
C (1.3378, -1.9000, 4.0284)  -0.161
C (-4.3080, 4.1021, -1.2539)  -0.163
C (5.5903, 2.2079, 1.9691)  -0.006
C (-5.2129, 3.9367, -0.0129)  -0.178
C (3.8199, 0.8539, 0.7157)  -0.169
C (-3.6944, -0.1656, -4.5394)  -0.170
C (1.0290, 3.7519, -0.6067)  -0.172
C (-5.3992, 2.4595, 0.3538)  -0.180
C (-0.3809, 3.2098, -0.3855)  -0.207
C (1.4681, -2.5162, 2.7813)  -0.390
C (4.1671, 0.9707, -0.6442)  0.028
C (-1.7944, 0.5945, 3.1204)  -0.838
C (3.2053, 0.7391, -1.6048)  -0.012
C (-2.5657, -3.6684, 3.4284)  -0.160
C (-2.5026, -5.0085, 5.4228)  -0.070
C (0.4791, 3.9425, -3.0410)  -0.167
C (3.7226, -1.6677, 4.1995)  -0.084
C (6.8760, 4.2768, 1.5608)  0.004
C (-1.0588, -5.5088, 0.8973)  -0.133
C (-0.4651, -4.4454, 4.2811)  -0.107
C (4.6642, 1.2189, 1.8341)  -0.017
C (2.4520, -1.4626, 4.7245)  -0.066
C (1.3766, -6.7038, 0.3740)  -0.068
C (-4.0996, 2.7611, -1.9493)  -0.208
C (2.7435, -2.6708, 2.2444)  -0.119
C (1.3375, -5.3941, 0.8349)  -0.105
C (1.9396, 0.3423, -1.2271)  -0.125
C (-1.1791, -3.7008, 3.3434)  -0.377
C (0.2047, -7.4155, 0.1830)  -0.066
C (-0.9293, 3.4400, -2.7320)  -0.212
C (-1.0183, -6.8126, 0.4408)  -0.069
C (-0.9677, 0.3635, -3.7385)  -0.217
C (-3.1938, -0.3407, -3.1075)  -0.194
C (1.0440, 4.6764, -1.8244)  -0.187
C (2.5734, 0.2993, 0.9822)  -0.092
C (5.3196, 4.8808, -0.4978)  -0.197
C (5.8334, 3.4074, 1.1892)  -0.269
C (7.0424, 5.4370, 0.8369)  -0.116
C (-1.3903, 0.5632, -5.1936)  -0.165
C (-1.1207, -5.0922, 5.3138)  -0.062
C (0.1185, -4.7898, 1.1053)  -0.377
C (-3.2238, -4.3072, 4.4714)  -0.071
C (-4.0699, 1.7184, 0.3030)  -0.227
H (2.3316, -7.1687, 0.1680)  0.111
H (-3.0116, -5.4995, 6.2415)  0.109
H (-1.7132, 1.5978, -5.3452)  0.108
H (0.4463, 4.6030, -3.9093)  0.118
H (2.2693, -4.8714, 0.9940)  0.082
H (0.2402, -8.4368, -0.1719)  0.110
H (-3.1528, -3.1620, 2.6766)  0.053
H (-4.7432, 4.8145, -1.9563)  0.114
H (-6.1914, 4.3829, -0.1928)  0.108
H (1.7172, 2.9218, -0.7735)  0.086
H (4.5965, -1.3520, 4.7552)  0.112
H (1.1516, 0.1952, -1.9523)  0.086
H (-4.5010, -0.8751, -4.7326)  0.116
H (-2.0150, -5.0355, 1.0873)  0.102
H (-2.1875, -1.4174, -5.4429)  0.109
H (-1.9421, -7.3529, 0.2830)  0.112
H (3.4322, 0.8379, -2.6573)  0.129
H (6.1778, 2.1648, 2.8778)  0.110
H (-3.4547, 2.8656, -2.8195)  0.094
H (-2.8335, -1.3692, -2.9835)  0.111
H (0.3544, -1.7814, 4.4671)  0.099
H (-0.6270, -0.6713, -3.6348)  0.080
H (-4.7741, 4.4636, 0.8370)  0.107
H (5.1939, 1.1360, -0.9214)  0.129
H (-5.0615, 2.3775, -2.3064)  0.124
H (-1.3516, 2.9174, -3.5885)  0.091
H (-2.8849, -0.2271, -6.5463)  0.113
H (1.1202, 3.0898, -3.2866)  0.108
H (4.6920, 5.1082, -1.3536)  0.106
H (-0.1482, 1.0312, -3.4705)  0.091
H (-6.1086, 1.9829, -0.3248)  0.114
H (0.4272, 5.5568, -1.6191)  0.118
H (-0.3946, 2.4972, 0.4369)  0.062
H (7.8137, 6.1562, 1.0852)  0.115
H (4.8501, -2.4373, 2.5436)  0.116
H (0.6115, -4.5263, 4.1951)  0.109
H (-1.7925, 0.3971, 4.1861)  0.045
H (-3.9916, -0.1676, -2.3872)  0.111
H (2.3371, 0.0554, 2.0113)  0.075
H (-4.0886, 0.8477, -4.6600)  0.110
H (4.4780, 0.6510, 2.7402)  0.097
H (-4.3032, -4.2601, 4.5312)  0.109
H (-5.8080, 2.3752, 1.3614)  0.115
H (7.5146, 4.0345, 2.3995)  0.112
H (-4.2076, 0.6701, 0.5664)  0.071
H (1.3589, 4.2851, 0.2881)  0.118
H (-2.2513, 1.5480, 2.8815)  0.031
H (2.3312, -0.9706, 5.6809)  0.113
H (-0.5522, -5.6719, 6.0290)  0.110
H (-0.5319, 0.3743, -5.8411)  0.118
H (-3.3953, 2.1640, 1.0489)  0.097
H (-3.3302, 4.4891, -0.9555)  0.092
H (-1.5666, 4.3075, -2.5079)  0.119
H (2.8782, -3.0916, 1.2564)  0.087
H (-1.0379, 4.0558, -0.1291)  0.121
H (2.0590, 5.0255, -2.0208)  0.100

=====

Q: Which value of net charge does entry 2 give?
A: +1